Record 1
Computed, not measured: a structure of composition C35H52N4RuS2Sb2Si, with ωB97M-V/def2-TZVPD.

Results
* ⟨S²⟩: 0.756
* largest force on an atom: 0.26 eV Å⁻¹
* lowest unoccupied orbital energy (spin up / spin down): -3.1723 / -3.1697 eV
* molecular weight: 965.64 g mol⁻¹

ORCA input file:
```
! RIJCOSX wB97M-V def2-TZVPD def2/J DEFGRID3
* xyz 1 2
Ru 0.28 -0.47 -0.52
C 3.46 -0.38 -2.90
Sb 1.83 -1.59 -2.25
C 1.05 -2.13 -4.16
C 2.93 -3.40 -1.84
C 4.02 -3.14 -0.83
C 5.29 -2.81 -1.29
C 6.34 -2.54 -0.42
C 6.12 -2.62 0.95
C 4.87 -2.97 1.42
C 3.80 -3.23 0.55
C 2.47 -3.58 1.14
Sb 1.24 -1.84 1.44
C -0.15 -2.69 2.81
C 2.51 -0.81 2.80
H 4.02 -0.87 -3.69
H 4.12 -0.19 -2.05
H 3.06 0.57 -3.26
H 1.85 -2.55 -4.77
H 0.65 -1.25 -4.66
H 0.25 -2.86 -4.06
H 3.37 -3.70 -2.79
H 2.23 -4.17 -1.53
H 5.47 -2.77 -2.36
H 7.31 -2.29 -0.81
H 6.93 -2.43 1.64
H 4.70 -3.05 2.48
H 2.59 -4.07 2.11
H 1.89 -4.25 0.50
H 0.25 -2.66 3.83
H -0.33 -3.73 2.54
H -1.08 -2.13 2.78
H 2.75 -1.45 3.65
H 2.00 0.09 3.16
H 3.43 -0.52 2.29
C -0.43 0.74 4.90
Si -0.28 2.46 4.19
C 0.55 3.57 5.45
C -1.95 3.17 3.76
C 0.82 2.46 2.65
C 2.01 3.17 2.61
C 2.85 3.13 1.50
C 2.45 2.37 0.42
N 1.30 1.68 0.40
C 0.51 1.70 1.49
S -0.88 0.66 1.34
H -1.02 0.78 5.82
H 0.55 0.32 5.15
H -0.92 0.06 4.20
H -0.06 3.62 6.35
H 0.68 4.59 5.08
H 1.54 3.19 5.75
H -2.63 3.08 4.62
H -2.41 2.65 2.92
H -1.88 4.23 3.52
H 2.31 3.75 3.47
H 3.78 3.67 1.48
H 3.06 2.30 -0.48
C -4.06 -1.24 -0.52
N -3.42 -2.47 -0.96
C -3.15 -3.34 0.18
C -2.20 -2.19 -1.67
C -2.45 -1.50 -2.99
C -3.30 -2.12 -3.90
C -3.55 -1.56 -5.14
C -2.95 -0.36 -5.51
C -2.10 0.27 -4.63
C -1.86 -0.29 -3.37
H -5.00 -1.47 -0.02
H -4.28 -0.61 -1.39
H -3.42 -0.67 0.17
H -4.08 -3.56 0.70
H -2.45 -2.87 0.90
H -2.72 -4.28 -0.16
H -1.67 -3.13 -1.86
H -1.52 -1.56 -1.06
H -3.77 -3.04 -3.61
H -4.22 -2.07 -5.83
H -3.14 0.07 -6.49
H -1.61 1.20 -4.90
C -1.01 4.77 0.44
C -1.79 3.86 -0.45
C -3.12 4.02 -0.77
C -3.73 3.06 -1.58
N -3.05 2.02 -2.09
C -1.78 1.91 -1.76
S -0.73 0.62 -2.34
N -1.15 2.80 -0.97
C -5.18 3.12 -1.91
H -1.61 5.62 0.74
H -0.12 5.12 -0.07
H -0.70 4.22 1.33
H -3.68 4.86 -0.39
H -0.20 2.55 -0.65
H -5.56 4.14 -1.87
H -5.73 2.52 -1.18
H -5.36 2.69 -2.89
*
```

Atom charges from the Löwdin analysis, given in e for atoms 1 to 2: number 1, Ru, carries -0.09; number 2, C, carries -0.30



Record 2
Computed, not measured: a cluster of 6 separate species, C41H44Br10F9NO4S3 in total at a distorted geometry, with ωB97M-V/def2-TZVPD.

Results
* largest force on an atom: 4.56 eV Å⁻¹
* lowest unoccupied orbital energy: -0.5659 eV
* molecular weight: 1681.03 g mol⁻¹

ORCA input file:
```
! RIJCOSX wB97M-V def2-TZVPD def2/J DEFGRID3
* xyz 0 1
C 6.30 -0.98 5.18
C 5.94 -1.62 4.21
C 5.65 -2.52 3.04
C 4.09 -2.71 2.93
C 3.46 -1.26 2.86
C 2.16 -1.23 2.04
C 0.89 -1.22 2.63
S 0.91 -1.32 4.45
C -0.32 -1.16 1.86
S -1.94 -1.16 2.61
O -2.54 0.11 2.26
O -1.98 -1.28 4.04
C -3.03 -2.44 1.79
F -2.17 -3.31 1.16
F -3.78 -1.93 0.80
C -3.88 -3.34 2.75
F -3.15 -3.85 3.77
F -4.22 -4.44 2.02
C -5.14 -2.68 3.39
F -5.67 -3.62 4.22
F -4.86 -1.63 4.18
C -6.30 -2.24 2.42
F -6.30 -0.92 2.17
F -6.37 -2.90 1.26
F -7.47 -2.48 3.07
C -0.19 -1.11 0.44
C 1.10 -1.16 -0.13
C 2.28 -1.21 0.62
C 3.64 -1.26 -0.05
C 4.24 0.25 -0.09
C 3.13 1.37 -0.26
O 4.15 0.89 -1.34
S 1.32 -1.16 -1.93
C -0.21 -0.41 -2.47
C -0.21 0.18 -3.74
C -1.38 0.77 -4.23
C -2.52 0.71 -3.41
C -2.51 0.13 -2.13
C -3.84 0.14 -1.36
O -4.72 1.18 -1.84
C -4.59 2.26 -0.95
C -5.48 2.26 0.14
C -5.47 3.29 1.08
C -4.52 4.32 0.91
C -3.62 4.30 -0.15
C -3.63 3.26 -1.11
C -1.31 -0.45 -1.62
N -1.39 -1.04 -0.32
H 6.86 -0.38 5.88
H 6.01 -2.06 2.10
H 6.17 -3.49 3.16
H 3.88 -3.22 1.97
H 3.68 -3.27 3.79
H 4.24 -0.64 2.37
H 3.35 -0.85 3.87
H 0.31 -0.14 4.78
H 4.41 -1.80 0.52
H 3.63 -1.60 -1.10
H 5.10 0.49 0.58
H 3.48 2.41 -0.33
H 2.30 1.15 -0.95
H 0.72 0.18 -4.32
H -1.35 1.24 -5.22
H -3.44 1.15 -3.82
H -4.35 -0.82 -1.59
H -3.72 0.26 -0.27
H -6.21 1.44 0.24
H -6.18 3.29 1.91
H -4.53 5.13 1.65
H -2.90 5.11 -0.28
H -2.92 3.24 -1.95
H -2.00 -0.40 0.21
Br 0.60 0.01 -7.90
C 0.68 1.82 -8.60
C 0.63 2.84 -7.49
Br -1.17 3.03 -6.79
H -0.14 1.92 -9.31
H 1.63 1.88 -9.13
H 0.90 3.82 -7.86
H 1.27 2.58 -6.65
Br -12.39 -0.30 3.59
C -10.75 -1.11 4.27
C -11.01 -2.47 4.86
Br -11.83 -2.34 6.62
H -10.32 -0.41 4.98
H -10.10 -1.20 3.40
H -10.08 -3.01 5.02
H -11.68 -3.08 4.25
Br 2.11 -2.21 7.49
C 0.48 -1.93 8.51
C 0.20 -0.46 8.71
Br 1.34 0.30 10.09
H 0.58 -2.47 9.44
H -0.31 -2.38 7.91
H -0.82 -0.31 9.06
H 0.36 0.13 7.81
Br 7.82 1.29 -4.26
C 6.86 2.91 -4.73
C 5.45 2.88 -4.23
Br 4.33 1.74 -5.34
H 6.94 3.02 -5.81
H 7.42 3.72 -4.25
H 5.00 3.87 -4.29
H 5.36 2.51 -3.21
Br 8.72 3.29 -8.68
C 10.17 2.14 -8.08
C 10.02 0.74 -8.60
Br 8.66 -0.24 -7.61
H 10.19 2.20 -6.99
H 11.08 2.60 -8.47
H 10.94 0.17 -8.45
H 9.74 0.69 -9.65
*
```

Atom charges from the Löwdin analysis, given in e for atoms 1 to 2: number 1, C, carries 0.11; number 2, C, carries -0.14



Record 3
Computed, not measured: the molecule C17H16N2O3S, with ωB97M-V/def2-TZVPD.

Results
* largest force on an atom: 0.85 eV Å⁻¹
* lowest unoccupied orbital energy: -0.2220 eV
* molecular weight: 328.39 g mol⁻¹

ORCA input file:
```
! RIJCOSX wB97M-V def2-TZVPD def2/J DEFGRID3
* xyz 0 1
C -4.11 -0.78 -1.10
C -3.41 -2.13 -0.96
H -2.95 -2.42 -1.91
H -4.11 -2.90 -0.63
O -2.40 -2.08 0.06
C -1.20 -1.63 -0.30
O -0.90 -1.25 -1.39
C -0.26 -1.69 0.89
N 0.90 -0.85 0.69
C 0.77 0.47 0.42
C 1.86 1.22 0.07
C 3.14 0.64 -0.01
C 3.29 -0.70 0.31
C 4.51 -1.40 0.38
N 5.49 -1.99 0.48
C 2.14 -1.52 0.64
O 2.19 -2.71 0.89
S 4.38 1.78 -0.50
C 5.86 0.82 -0.94
H 5.59 0.01 -1.60
H 6.35 0.44 -0.05
H 6.50 1.53 -1.45
H 1.75 2.27 -0.14
C -0.55 1.11 0.52
C -1.25 1.15 1.73
C -2.48 1.78 1.80
C -3.03 2.38 0.68
C -2.33 2.36 -0.52
C -1.10 1.74 -0.60
H -0.55 1.71 -1.53
H -2.75 2.83 -1.40
H -3.99 2.86 0.73
H -3.01 1.80 2.74
H -0.82 0.71 2.61
H 0.13 -2.72 0.98
H -0.80 -1.45 1.81
H -4.92 -0.87 -1.83
H -3.40 -0.03 -1.44
H -4.52 -0.47 -0.15
*
```

Atom charges from the natural (NBO) analysis, given in e for atoms 1 to 2: number 1, C, carries -0.64; number 2, C, carries -0.08



> largest force on an atom of number 2 (C41H44Br10F9NO4S3)?

4.56 eV Å⁻¹



> What is the largest force on an atom in the second record?

4.56 eV Å⁻¹



> Which of these has the highest largest force on an atom?

C41H44Br10F9NO4S3



> The highest molecular weight belongs to which entry?

C41H44Br10F9NO4S3